Density functional theory data (ωB97M-V/def2-TZVPD) for one molecule with the formula C8H19P in a non-equilibrium geometry.

```
28
Properties=species:S:1:pos:R:3:forces:R:3
C 1.5542 -2.1929 0.9909 -1.75 0.28 -0.33
P 0.0198 -1.6428 0.4966 0.75 1.63 0.22
C -0.8642 -3.0416 -0.1684 0.63 -1.29 -1.41
C -0.9674 -1.0455 1.9659 -1.86 -2.70 -2.31
C -0.3644 -0.1731 -0.8767 1.54 -1.00 1.72
C 0.2396 1.2610 -0.6741 -1.75 -1.56 0.09
C -0.2160 1.8860 0.7004 -0.87 0.10 -2.74
C 1.7365 1.1547 -0.7197 1.05 1.67 0.61
C -0.2487 2.0408 -1.9138 0.85 0.33 2.25
H 2.1455 -1.4009 1.3762 0.84 0.43 0.37
H 1.9997 -2.9406 0.3675 0.34 -0.23 -0.26
H -1.9149 -3.1269 -0.0224 -0.99 0.61 0.35
H -0.7462 -3.0180 -1.3096 0.21 -0.51 1.64
H -0.4640 -3.9537 0.3686 -0.01 0.92 -1.08
H -0.5094 -0.3823 2.5925 1.54 1.38 1.69
H -1.8628 -0.5597 1.5737 -0.11 0.07 0.01
H -1.3248 -1.9656 2.4920 0.55 0.75 -0.22
H -1.3896 -0.0957 -0.6264 -1.55 -0.03 -0.74
H -0.0869 -0.5458 -1.8931 -0.60 0.09 0.82
H -0.1795 1.0679 1.3477 0.44 -0.51 1.58
H -1.2358 2.3252 0.7515 0.46 -0.43 -0.45
H 0.4701 2.6754 0.8623 0.75 0.71 0.86
H 2.0295 2.1420 -1.1300 0.57 -0.41 0.27
H 2.2501 1.0535 0.2794 -0.65 -0.20 -1.03
H 2.0706 0.4001 -1.4183 0.17 -0.28 -0.01
H 0.3639 1.7957 -2.7149 0.87 -0.87 -1.82
H -1.2720 1.9022 -2.1320 -1.15 -0.06 -0.20
H 0.0007 3.0644 -1.7365 -0.29 1.09 0.13
```
Positions in Å, forces in eV/Å.

The calculation puts the relative energy (zero: lowest compared OMol25 entry of this formula, charge and spin) at 0.0 kJ/mol. The HOMO energy comes out at -6.9 eV. The orbital gap is 7.6191 eV. The lowest unoccupied orbital energy comes out at 0.027 Eh. As for the structure (SMILES): C=P(C)(C)CC(C)(C)C. The total energy is -17890.556 eV.

Taken from the Löwdin analysis, the atomic charges in e are: C -0.30; P 0.76; C -0.24; C -0.20; C -0.20; C -0.63; C -0.03; C -0.08; C -0.06; H -0.05; H -0.04; H 0.03; H 0.08; H 0.07; H 0.00; H 0.04; H 0.07; H 0.05; H 0.10; H 0.01; H 0.10; H 0.07; H 0.09; H 0.10; H 0.08; H 0.06; H 0.07; H 0.08

Density functional theory data (ωB97M-V/def2-TZVPD) for C8H20AgClO4 as an isolated structure in a non-equilibrium geometry.

```
34
Properties=species:S:1:pos:R:3:forces:R:3
Ag 0.8304 -3.0118 1.2077 0.75 1.20 -0.21
Cl 2.5994 -0.9896 0.5614 -0.92 -1.04 0.24
C 0.5333 -1.9226 4.5276 -0.49 -0.41 -0.47
O 0.1134 -1.7711 3.1668 0.82 -0.45 0.14
C -0.9439 -0.8960 2.9709 -0.38 1.72 -0.14
C -1.1722 -0.6345 1.4861 0.33 -0.32 1.40
O -1.5366 -1.8534 0.9186 0.21 -0.93 -0.31
C -1.5978 -1.9126 -0.5004 -0.56 0.09 0.17
H 1.3621 -2.6290 4.4818 -0.34 -0.20 0.32
H -0.3619 -2.2554 5.0530 0.30 -0.51 0.47
H 0.8980 -1.0455 5.0622 -0.04 0.57 -0.62
H -0.6391 0.0805 3.3474 -0.06 0.31 0.34
H -1.8545 -1.1668 3.5052 -0.13 -0.49 0.02
H -0.1966 -0.2721 1.1623 -0.02 0.15 -0.76
H -1.9705 0.1010 1.3864 0.05 0.22 -0.16
H -2.3871 -1.2690 -0.8889 0.00 0.26 0.00
H -1.9095 -2.9366 -0.7062 0.37 0.00 -0.29
H -0.6514 -1.6187 -0.9543 0.09 -0.15 -0.11
C -2.0322 2.0225 -1.3122 1.87 0.06 -0.72
O -0.9826 1.2775 -2.0370 -1.37 0.21 0.64
C 0.3292 1.4707 -1.5264 0.83 0.27 0.08
C 1.3534 0.6788 -2.3607 -2.11 -1.04 1.30
O 1.4364 1.2437 -3.6056 -0.18 0.04 -1.52
C 2.5819 1.9852 -3.7396 1.28 1.12 -0.45
H -2.1177 1.6621 -0.2871 -0.15 -0.08 -0.02
H -2.9873 2.0433 -1.8369 0.21 -0.79 -0.17
H -1.7419 3.0730 -1.2955 0.21 0.17 0.27
H 0.4545 1.1978 -0.4786 -0.34 -0.22 0.24
H 0.6108 2.5205 -1.6092 -0.10 0.39 0.03
H 0.8980 -0.3054 -2.4706 0.01 -0.31 -0.16
H 2.3019 0.4767 -1.8630 0.08 0.51 0.15
H 3.4763 1.3681 -3.8253 0.18 -0.27 0.16
H 2.7278 2.6760 -2.9092 0.05 0.08 0.32
H 2.5761 2.6129 -4.6306 -0.44 -0.16 -0.18
```
Positions in Å, forces in eV/Å.

The calculation puts the relative energy (zero: lowest compared OMol25 entry of this formula, charge and spin) at 135.5 kJ/mol. The HOMO energy comes out at -8.8 eV. The orbital gap is 7.8585 eV. The lowest unoccupied orbital energy comes out at -0.034 Eh. The total energy is -33328.950 eV.

Taken from the Löwdin analysis, the atomic charges in e are: Ag 0.65; Cl -0.39; C -0.06; O -0.29; C -0.23; C -0.23; O -0.23; C -0.08; H 0.09; H 0.09; H 0.09; H 0.13; H 0.13; H 0.08; H 0.12; H 0.09; H 0.09; H 0.07; C -0.06; O -0.19; C -0.21; C -0.25; O -0.16; C -0.14; H 0.06; H 0.08; H 0.08; H 0.09; H 0.12; H 0.11; H 0.07; H 0.09; H 0.09; H 0.09

Density functional theory data (ωB97M-V/def2-TZVPD) for C8H20AlN2O3 as an isolated structure.

```
34
Properties=species:S:1:pos:R:3:forces:R:3
O 3.4343 -3.3384 2.6744 -0.04 -0.11 -0.05
C 2.6267 -3.2720 1.7585 0.02 0.16 0.05
C 1.5676 -2.2903 1.6000 0.24 -0.07 0.14
Al -0.2303 -3.3046 1.9340 -0.05 -0.27 0.09
H 2.6507 -4.0547 0.9693 0.07 -0.03 -0.06
H 1.5289 -1.9339 0.5673 -0.12 -0.09 -0.02
H 1.7113 -1.4754 2.3110 -0.11 0.09 -0.08
H 0.1275 -4.8277 2.4029 0.09 0.03 0.06
H -1.0198 -2.5412 3.1282 -0.04 0.11 -0.02
H -1.0447 -3.4257 0.5486 0.02 0.00 -0.09
C -2.4825 0.1510 -0.3331 0.06 -0.02 -0.10
O -2.0275 -0.8949 0.0695 -0.03 0.18 -0.04
N -2.3399 1.3498 0.2766 -0.02 0.20 0.03
C -2.8723 2.5601 -0.3040 0.05 -0.06 0.13
C -1.6297 1.4391 1.5489 -0.11 -0.19 -0.04
H -3.0598 0.2229 -1.2766 -0.01 0.02 0.03
H -2.0720 3.2795 -0.4976 -0.03 0.02 -0.02
H -3.5995 3.0248 0.3675 -0.02 0.04 -0.04
H -3.3682 2.3290 -1.2458 0.00 -0.01 -0.01
H -0.6130 1.0714 1.4517 0.05 0.05 0.10
H -2.1242 0.8442 2.3178 -0.05 -0.01 -0.05
H -1.6062 2.4831 1.8527 0.04 0.01 0.02
C 1.0876 0.8648 -0.3860 -0.03 -0.14 0.12
O 1.5723 1.5610 0.4865 0.00 0.16 -0.10
N 1.3352 1.0256 -1.7039 -0.06 -0.04 -0.15
C 0.7252 0.1624 -2.6934 0.09 0.09 0.02
C 2.2347 2.0824 -2.1214 -0.03 -0.06 0.11
H 0.3922 0.0354 -0.1774 0.04 -0.01 0.03
H 1.4896 -0.3715 -3.2629 -0.03 -0.04 -0.02
H 0.1147 0.7451 -3.3891 -0.02 -0.04 -0.02
H 0.0899 -0.5682 -2.1947 0.00 -0.01 0.02
H 3.2201 1.9426 -1.6749 0.02 0.03 -0.01
H 1.8578 3.0546 -1.7992 0.03 0.02 -0.01
H 2.3235 2.0697 -3.2057 -0.01 -0.01 -0.01
```
Positions in Å, forces in eV/Å.

The calculation puts the relative energy (zero: lowest compared OMol25 entry of this formula, charge and spin) at 0.0 kJ/mol. The HOMO energy comes out at -4.7 eV. The charge is -1. The orbital gap is 7.1368 eV. The lowest unoccupied orbital energy comes out at 0.091 Eh. The total energy is -24340.334 eV.

Taken from the Löwdin analysis, the atomic charges in e are: O -0.06; C -0.48; C -0.30; Al 0.18; H 0.10; H 0.03; H 0.05; H -0.14; H -0.15; H -0.15; C -0.37; O -0.02; N -0.19; C -0.08; C -0.02; H 0.13; H 0.09; H 0.08; H 0.08; H 0.06; H 0.10; H 0.09; C -0.36; O 0.01; N -0.19; C -0.06; C -0.05; H 0.11; H 0.09; H 0.08; H 0.09; H 0.09; H 0.09; H 0.08

Density functional theory data (ωB97M-V/def2-TZVPD) for C8H20AlO4 as an isolated structure in a non-equilibrium geometry.

```
33
Properties=species:S:1:pos:R:3:forces:R:3
Al -1.5394 0.6647 1.4563 0.31 -0.48 -0.20
C -1.6776 2.8948 -1.4464 -0.37 -0.89 -0.54
O -0.6455 2.5188 -0.5205 0.22 0.09 0.03
C 0.5691 3.1982 -0.6309 0.19 -0.68 0.47
C 1.6941 2.2093 -0.2954 -0.61 0.85 -0.46
O 1.3748 1.2139 0.6339 0.14 0.43 -0.92
C 2.5052 0.3643 0.8666 0.71 -0.32 0.36
H -1.4203 2.4806 -2.4375 0.42 0.59 0.00
H -1.8349 3.9716 -1.4700 -0.14 -0.02 -0.02
H -2.5546 2.2885 -1.2139 -0.16 0.59 0.49
H 0.6558 4.1078 0.0046 -0.25 -0.15 0.39
H 0.7165 3.6600 -1.6203 -0.13 -0.30 -0.16
H 2.6239 2.7501 -0.0766 0.23 -0.34 0.28
H 1.8689 1.7325 -1.2828 0.22 -0.19 -0.15
H 3.0928 0.1500 -0.0314 -0.29 0.20 -0.19
H 2.1557 -0.5755 1.2752 -0.07 0.15 0.31
H 3.1932 0.8877 1.5477 -0.18 -0.11 0.17
C -0.1547 -0.5960 -1.8639 1.02 1.82 0.22
O -0.1559 -0.9789 -0.4848 -0.48 -0.47 -0.43
C 0.0037 -2.4005 -0.3766 0.24 -0.05 1.29
C -0.2104 -2.8343 1.0623 -0.88 0.27 0.13
O -1.3004 -2.1166 1.6478 0.23 0.67 -0.87
C -2.1466 -2.8901 2.4889 0.37 -0.38 1.44
H -1.0380 -0.8962 -2.4288 0.07 -0.42 0.05
H 0.8073 -0.8603 -2.3233 -0.35 -0.77 -0.16
H -0.1136 0.4997 -1.8588 -0.41 -0.12 0.09
H 1.0383 -2.6736 -0.6280 -0.11 0.04 -0.54
H -0.7080 -2.9065 -1.0369 0.08 -0.03 -0.15
H 0.6858 -2.6759 1.6769 0.03 -0.09 0.10
H -0.4738 -3.8939 1.1352 0.36 -0.14 -0.24
H -1.5426 -3.5086 3.1740 -0.01 -0.04 -0.27
H -2.7824 -3.5727 1.9101 -0.04 0.27 -0.14
H -2.6863 -2.2131 3.1473 -0.36 0.01 -0.39
```
Positions in Å, forces in eV/Å.

The calculation puts the relative energy (zero: lowest compared OMol25 entry of this formula, charge and spin) at 84.8 kJ/mol. The HOMO energy comes out at -20.5 eV. The charge is +3. The orbital gap is 3.1653 eV. The lowest unoccupied orbital energy comes out at -0.638 Eh. The total energy is -23368.187 eV.

Taken from the Löwdin analysis, the atomic charges in e are: Al 1.33; C 0.01; O -0.25; C -0.10; C -0.12; O -0.12; C 0.02; H 0.13; H 0.14; H 0.11; H 0.20; H 0.18; H 0.18; H 0.19; H 0.13; H 0.10; H 0.15; C 0.00; O -0.21; C -0.10; C -0.11; O -0.27; C -0.01; H 0.14; H 0.14; H 0.07; H 0.17; H 0.17; H 0.16; H 0.17; H 0.14; H 0.14; H 0.11

Density functional theory data (ωB97M-V/def2-TZVPD) for a 6-piece molecular cluster, C8H20BrCl8N overall in a non-equilibrium geometry.

```
38
Properties=species:S:1:pos:R:3:forces:R:3
N -0.1023 0.5618 -0.4271 -0.16 0.18 0.97
H 0.5436 1.3339 -0.5096 -0.03 0.60 -0.20
H -1.0044 0.6875 -0.8636 -0.16 0.16 -1.00
H -0.3303 0.4031 0.5440 0.24 -0.12 0.60
H 0.3643 -0.2628 -0.7771 0.12 -1.51 -0.93
Br 0.3263 -2.4757 -2.2085 -0.21 0.63 0.45
Cl -3.4216 -4.7123 1.1545 -0.16 0.21 0.14
C -2.6905 -3.0984 1.0198 0.77 0.77 -0.56
C -3.7355 -1.9888 1.1322 -0.15 -2.65 0.88
Cl -3.0897 -0.3967 0.9261 0.36 0.84 -0.36
H -2.2022 -3.0505 0.0465 0.29 -0.12 0.14
H -1.9773 -2.9594 1.8323 0.18 -0.29 -0.23
H -4.0160 -2.1040 2.1791 -0.86 0.51 -0.22
H -4.5174 -2.2733 0.4281 -0.27 0.81 0.14
Cl 3.4452 1.0551 4.6525 -0.02 0.06 -0.51
C 3.4238 -0.3414 3.5535 -0.59 -1.64 0.23
C 2.1728 -1.2365 3.8488 0.59 0.33 -0.41
Cl 0.8944 -0.6878 2.7363 -0.90 0.33 -0.07
H 4.3632 -0.8788 3.6830 -0.15 -0.07 0.31
H 3.3531 -0.1325 2.4860 0.16 0.81 0.26
H 1.7968 -1.1566 4.8687 0.17 0.08 -0.16
H 2.2438 -2.2832 3.5531 0.69 0.10 0.28
Cl -4.7478 -0.5756 -2.4909 -1.73 1.00 0.66
C -3.3072 -1.4025 -2.9178 0.44 -1.28 -0.46
C -2.5977 -0.6905 -4.0422 1.32 0.01 0.11
Cl -1.9538 0.9232 -3.4319 -0.28 -0.54 -0.34
H -3.6304 -2.4042 -3.2013 0.20 0.00 -0.58
H -2.7506 -1.6110 -2.0041 0.63 0.60 -0.32
H -3.1487 -0.5082 -4.9648 -0.60 0.26 0.56
H -1.7248 -1.2422 -4.3914 0.20 -0.06 0.57
Cl 4.4991 2.6318 0.3144 -0.30 0.56 -0.05
C 4.1767 3.8836 -0.9154 0.41 -0.13 -1.85
C 2.8851 4.6879 -0.8284 0.67 0.13 1.40
Cl 1.4912 3.6287 -0.4307 -0.02 0.50 -0.14
H 4.2419 3.3936 -1.8870 -0.30 -0.41 0.13
H 5.0379 4.5493 -0.9729 -0.12 0.23 0.56
H 2.6339 5.3313 -1.6717 0.21 -0.68 -0.40
H 3.0549 5.4017 -0.0224 -0.63 -0.21 0.41
```
Positions in Å, forces in eV/Å.

The calculation puts the relative energy (zero: lowest compared OMol25 entry of this formula, charge and spin) at 77.0 kJ/mol. The HOMO energy comes out at -7.6 eV. The orbital gap is 7.5920 eV. The lowest unoccupied orbital energy comes out at -0.001 Eh. The total energy is -180332.901 eV.

Taken from the Löwdin analysis, the atomic charges in e are: N 0.29; H 0.04; H 0.05; H 0.04; H -0.03; Br -0.51; Cl 0.57; C -0.67; C -0.70; Cl 0.61; H 0.03; H 0.06; H 0.07; H 0.07; Cl 0.55; C -0.66; C -0.61; Cl 0.54; H 0.07; H 0.04; H 0.06; H 0.07; Cl 0.58; C -0.75; C -0.59; Cl 0.48; H 0.08; H 0.01; H 0.07; H 0.04; Cl 0.54; C -0.67; C -0.60; Cl 0.55; H 0.07; H 0.07; H 0.08; H 0.07

Density functional theory data (ωB97M-V/def2-TZVPD) for C8H20ClRhYb as an isolated structure in a non-equilibrium geometry.

```
31
Properties=species:S:1:pos:R:3:forces:R:3
Rh -0.8309 1.0227 0.5938 0.10 -0.53 1.62
Cl -0.7015 2.6690 2.2385 -0.20 1.00 1.10
C -2.1365 1.9598 -0.5779 -0.51 1.00 -1.94
H -2.8790 2.2749 0.1690 0.04 -0.14 -0.25
H -2.6556 1.3678 -1.3558 -0.45 0.45 -0.26
H -1.6535 2.8676 -0.9717 -0.59 0.07 -0.37
Yb -0.6432 0.3450 -2.1899 1.01 0.38 -0.04
C 1.7274 0.6221 -2.4247 -0.69 0.14 -0.02
C -1.2705 -0.5425 -4.3175 -0.17 0.28 0.40
C -1.1300 -1.1261 -0.5248 -0.65 -1.52 0.62
H -1.6138 -1.5820 -4.2130 -0.01 0.14 -0.17
H -2.0795 0.0578 -4.7590 0.05 -0.24 -0.24
H -0.3977 -0.5194 -4.9864 -0.19 -0.02 0.02
H 2.2562 -0.3421 -2.3644 -0.04 0.20 -0.08
H 1.8948 1.0669 -3.4200 0.27 -0.11 0.15
H 2.1376 1.2902 -1.6533 0.04 -0.12 -0.19
H -2.1921 -1.3587 -0.3003 0.37 -0.28 -0.06
H -0.4576 -1.8773 -0.0722 -0.44 0.09 -0.37
C -0.3900 -0.9500 2.7846 -0.10 -0.18 0.46
C 0.9224 -0.2380 2.4986 0.13 0.63 -0.58
C 2.1230 -1.1073 2.8774 -0.19 0.13 0.08
C 0.9958 0.2349 1.0380 1.70 -0.27 -0.29
H -0.3943 -1.9544 2.3511 -0.10 0.05 -0.04
H -1.2644 -0.3933 2.4022 0.22 -0.26 0.26
H -0.5106 -1.0373 3.8688 -0.17 -0.16 -0.01
H 0.9493 0.6810 3.1027 -0.05 -0.29 -0.03
H 2.1381 -2.0272 2.2838 0.04 0.05 0.02
H 3.0547 -0.5609 2.7090 -0.04 -0.09 -0.02
H 2.0655 -1.3746 3.9363 0.10 -0.12 0.06
H 1.6728 1.0972 0.9393 0.21 -0.39 -0.03
H 1.2630 -0.5662 0.3377 0.32 0.10 0.23
```
Positions in Å, forces in eV/Å.

The calculation puts the relative energy (zero: lowest compared OMol25 entry of this formula, charge and spin) at 0.0 kJ/mol. The HOMO energy (alpha / beta) comes out at -1.8 / -5.0 eV. The multiplicity is 6. Its expectation value of S² is 8.760. The charge is -1. The orbital gap (alpha / beta) is 4.6050 / 6.8316 eV. The lowest unoccupied orbital energy (alpha / beta) comes out at 0.104 / 0.067 Eh. The total energy is -55674.568 eV.

Taken from the Löwdin analysis, the atomic charges in e are: Rh 0.53; Cl -0.18; C -0.45; H -0.02; H -0.06; H -0.03; Yb 1.40; C -0.36; C -0.36; C -0.30; H -0.07; H -0.08; H -0.07; H -0.06; H -0.07; H -0.07; H -0.05; H -0.06; C -0.13; C -0.55; C -0.10; C -0.37; H 0.07; H 0.04; H 0.07; H 0.08; H 0.07; H 0.07; H 0.06; H 0.03; H 0.02